C25H70O10 | ωB97M-V/def2-TZVPD

Last columns: bonded neighbours and bond lengths (Å).
Atoms and positions in Å:
1 C -16.360 21.254 7.058  C2 1.530, H4 1.090, H5 1.090, H6 1.090
2 C -16.665 22.689 7.492  C1 1.530, O3 1.399, H7 1.090, H8 1.090
3 O -17.241 23.282 6.363  C2 1.399, H9 0.960
4 H -15.897 20.777 7.922  C1 1.090
5 H -15.706 21.148 6.193  C1 1.090
6 H -17.312 20.856 6.706  C1 1.090
7 H -15.667 23.083 7.686  C2 1.090
8 H -17.232 22.763 8.421  C2 1.090
9 H -17.211 24.236 6.470  O3 0.960
10 C -11.086 20.256 15.755  C11 1.544, H13 1.090, H14 1.090, H15 1.090
11 C -11.232 21.388 14.715  C10 1.544, O12 1.376, H16 1.090, H17 1.090
12 O -12.129 21.045 13.730  C11 1.376, H18 0.960
13 H -10.744 19.307 15.342  C10 1.090
14 H -12.066 20.144 16.218  C10 1.090
15 H -10.602 20.598 16.670  C10 1.090
16 H -10.283 21.575 14.211  C11 1.090
17 H -11.470 22.308 15.248  C11 1.090
18 H -13.008 21.320 14.000  O12 0.960
19 C -14.602 10.670 11.096  C20 1.503, H22 1.090, H23 1.090, H24 1.090
20 C -15.619 9.574 10.949  C19 1.503, O21 1.369, H25 1.090, H26 1.090
21 O -16.649 10.189 10.290  C20 1.369, H27 0.960
22 H -14.396 11.185 10.158  C19 1.090
23 H -13.621 10.324 11.420  C19 1.090
24 H -14.786 11.529 11.742  C19 1.090
25 H -15.908 9.166 11.918  C20 1.090
26 H -15.194 8.713 10.432  C20 1.090
27 H -16.989 10.845 10.903  O21 0.960
28 C -14.519 13.769 5.184  C29 1.520, H31 1.090, H32 1.090, H33 1.090
29 C -15.731 12.854 5.247  C28 1.520, O30 1.375, H34 1.090, H35 1.090
30 O -15.382 11.561 5.560  C29 1.375, H36 0.960
31 H -13.915 13.743 6.090  C28 1.090
32 H -15.008 14.720 4.972  C28 1.090
33 H -13.978 13.686 4.241  C28 1.090
34 H -16.329 12.994 4.346  C29 1.090
35 H -16.297 13.378 6.017  C29 1.090
36 H -15.736 11.441 6.444  O30 0.960
37 C -9.729 15.926 10.207  C38 1.553, H40 1.090, H41 1.090, H42 1.090
38 C -10.342 17.137 9.452  C37 1.553, O39 1.431, H43 1.090, H44 1.090
39 O -11.680 17.397 9.886  C38 1.431, H45 0.960
40 H -9.950 15.955 11.274  C37 1.090
41 H -8.654 15.944 10.027  C37 1.090
42 H -10.211 15.072 9.730  C37 1.090
43 H -10.173 17.030 8.381  C38 1.090
44 H -9.692 18.000 9.597  C38 1.090
45 H -11.647 18.138 10.496  O39 0.960
46 C -19.068 16.783 9.417  C47 1.565, H50 1.090, H51 1.090, H52 1.090
47 C -20.042 17.835 10.047  C46 1.565, C48 1.536, O49 1.466, H53 1.090
48 C -21.488 17.591 9.592  C47 1.536, H54 1.090, H55 1.090, H56 1.090
49 O -19.977 17.728 11.507  C47 1.466, H57 0.960
50 H -18.017 16.956 9.650  C46 1.090
51 H -19.200 16.938 8.346  C46 1.090
52 H -19.346 15.741 9.573  C46 1.090
53 H -19.778 18.856 9.773  C47 1.090
54 H -22.204 18.410 9.514  C48 1.090
55 H -21.961 16.713 10.032  C48 1.090
56 H -21.463 17.373 8.524  C48 1.090
57 H -19.640 16.838 11.635  O49 0.960
58 C -8.687 12.177 16.849  C59 1.511, H62 1.090, H63 1.090, H64 1.090
59 C -9.054 10.727 17.064  C58 1.511, C60 1.537, O61 1.405, H65 1.090
60 C -8.283 9.875 16.043  C59 1.537, H66 1.090, H67 1.090, H68 1.090
61 O -8.688 10.384 18.377  C59 1.405, H69 0.960
62 H -7.615 12.262 16.671  C58 1.090
63 H -9.047 12.708 17.730  C58 1.090
64 H -9.159 12.559 15.944  C58 1.090
65 H -10.102 10.428 17.092  C59 1.090
66 H -8.314 10.229 15.012  C60 1.090
67 H -8.537 8.818 16.122  C60 1.090
68 H -7.243 9.921 16.367  C60 1.090
69 H -9.246 10.881 18.980  O61 0.960
70 C -6.993 12.582 4.462  C71 1.548, H74 1.090, H75 1.090, H76 1.090
71 C -5.785 12.797 5.407  C70 1.548, C72 1.510, O73 1.404, H77 1.090
72 C -5.653 11.776 6.512  C71 1.510, H78 1.090, H79 1.090, H80 1.090
73 O -4.729 12.810 4.483  C71 1.404, H81 0.960
74 H -6.940 11.619 3.955  C70 1.090
75 H -7.226 13.435 3.824  C70 1.090
76 H -7.861 12.478 5.112  C70 1.090
77 H -5.818 13.827 5.763  C71 1.090
78 H -6.408 11.012 6.329  C72 1.090
79 H -5.968 12.139 7.491  C72 1.090
80 H -4.805 11.098 6.601  C72 1.090
81 H -3.889 12.471 4.801  O73 0.960
82 C -10.856 8.240 7.362  C83 1.549, H86 1.090, H87 1.090, H88 1.090
83 C -10.545 6.841 7.950  C82 1.549, C84 1.508, O85 1.393, H89 1.090
84 C -11.462 5.775 7.404  C83 1.508, H90 1.090, H91 1.090, H92 1.090
85 O -9.245 6.586 7.517  C83 1.393, H93 0.960
86 H -10.924 8.299 6.276  C82 1.090
87 H -10.228 9.045 7.741  C82 1.090
88 H -11.865 8.509 7.675  C82 1.090
89 H -10.632 6.837 9.036  C83 1.090
90 H -12.429 6.019 7.844  C84 1.090
91 H -11.123 4.776 7.680  C84 1.090
92 H -11.688 5.853 6.341  C84 1.090
93 H -9.154 6.839 6.596  O85 0.960
94 C -3.445 19.205 11.843  C95 1.620, H98 1.090, H99 1.090, H100 1.090
95 C -2.186 18.193 11.960  C94 1.620, C96 1.510, O97 1.401, H101 1.090
96 C -2.572 16.734 11.936  C95 1.510, H102 1.090, H103 1.090, H104 1.090
97 O -1.427 18.502 10.824  C95 1.401, H105 0.960
98 H -3.256 20.278 11.883  C94 1.090
99 H -3.912 19.131 12.825  C94 1.090
100 H -4.131 19.087 11.004  C94 1.090
101 H -1.650 18.546 12.841  C95 1.090
102 H -3.018 16.437 10.987  C96 1.090
103 H -3.258 16.473 12.741  C96 1.090
104 H -1.646 16.183 12.102  C96 1.090
105 H -1.603 19.386 10.494  O97 0.960

Its total energy is -47529.1987 eV. Its largest force on an atom is 0.085 Eh/bohr. The HOMO-LUMO gap comes out at 10.1 eV.